C7H14ClNO4 | the ωB97M-V functional and the def2-TZVPD basis

Summary:
HOMO = -7.8 eV
lowest unoccupied orbital energy = -1.501 eV
spin multiplicity = 1
charge = 0

Element x y z (Å)
C1 1.726 0.253 0.857
C2 1.087 0.525 -0.471
C3 -0.573 0.406 -0.505
C4 -0.986 -1.028 0.183
C5 -2.616 -1.338 0.135
C6 -3.364 0.114 -0.131
C7 -2.560 1.220 0.824
N1 -1.276 1.614 0.082
H1 1.528 1.028 1.726
H2 2.354 -0.731 1.042
H3 1.749 0.759 -1.410
H4 -0.858 0.376 -1.651
H5 -0.709 -1.020 1.342
H6 -0.349 -1.858 -0.347
H7 -2.953 -1.676 1.225
H8 -2.915 -2.179 -0.622
H9 -4.447 0.046 0.314
H10 -3.326 0.444 -1.255
H11 -3.200 2.191 1.012
H12 -2.337 0.741 1.871
H13 -0.679 2.142 0.758
H14 -1.562 2.261 -0.688
O1 4.391 -1.634 -1.728
Cl1 5.253 -0.858 -0.858
O2 6.629 -1.277 -1.042
O3 4.864 -1.069 0.523
O4 5.129 0.549 -1.185


C49H54Cl3N10NiO4S2 | the ωB97M-V functional and the def2-TZVPD basis

Summary:
HOMO (alpha / beta) = -4.8 / -5.1 eV
lowest unoccupied orbital energy (alpha / beta) = 1.499 / 1.499 eV
⟨S²⟩ = 2.01
spin multiplicity = 3
charge = -1

Element x y z (Å)
Ni1 -1.114 0.559 1.566
C1 -5.417 -1.930 0.758
C2 -4.383 -1.206 -0.117
C3 -5.044 -0.775 -1.426
C4 -3.203 -2.137 -0.265
C5 -3.052 -2.973 -1.358
C6 -2.039 -3.917 -1.398
C7 -1.213 -4.079 -0.301
C8 -1.327 -3.265 0.814
C9 -0.510 -3.534 2.057
C10 0.902 -4.055 1.782
C11 -1.283 -4.544 2.914
C12 -2.297 -2.235 0.813
N1 -2.290 -1.277 1.815
C13 -2.805 -1.444 3.021
O1 -3.528 -2.373 3.407
C14 -2.417 -0.339 3.960
C15 -2.980 -0.187 5.221
C16 -2.554 0.858 6.024
C17 -1.603 1.740 5.532
C18 -1.085 1.516 4.264
N2 -1.470 0.483 3.525
C19 -0.028 2.395 3.662
O2 0.441 3.340 4.305
N3 0.318 2.026 2.430
C20 1.518 2.520 1.945
C21 1.559 3.356 0.813
C22 2.765 3.917 0.419
C23 3.938 3.644 1.102
C24 3.908 2.758 2.166
C25 2.728 2.172 2.592
C26 2.751 1.195 3.747
C27 3.765 0.071 3.516
C28 3.034 1.931 5.057
C29 0.280 3.667 0.076
C30 0.431 3.436 -1.428
C31 -0.174 5.099 0.362
H1 -6.269 -1.283 0.963
H2 -5.772 -2.829 0.250
H3 -4.972 -2.230 1.704
H4 -4.037 -0.306 0.407
H5 -5.535 -1.613 -1.922
H6 -5.806 -0.026 -1.214
H7 -4.322 -0.337 -2.110
H8 -3.743 -2.911 -2.187
H9 -1.924 -4.554 -2.268
H10 -0.466 -4.860 -0.318
H11 -0.424 -2.594 2.611
H12 0.884 -5.114 1.530
H13 1.373 -3.506 0.969
H14 1.518 -3.946 2.675
H15 -1.412 -5.476 2.364
H16 -0.741 -4.755 3.834
H17 -2.264 -4.149 3.164
H18 -3.725 -0.896 5.544
H19 -2.962 0.993 7.017
H20 -1.244 2.589 6.093
H21 2.785 4.602 -0.417
H22 4.867 4.118 0.812
H23 4.828 2.545 2.692
H24 1.764 0.729 3.823
H25 4.778 0.457 3.412
H26 3.754 -0.615 4.361
H27 3.512 -0.493 2.621
H28 4.021 2.391 5.043
H29 2.287 2.710 5.189
H30 2.978 1.242 5.898
H31 -0.487 2.981 0.456
H32 1.120 4.150 -1.879
H33 0.796 2.429 -1.622
H34 -0.534 3.546 -1.917
H35 0.557 5.817 -0.009
H36 -1.130 5.292 -0.122
H37 -0.298 5.241 1.432
O3 -4.141 3.691 1.910
S1 -3.260 2.708 2.578
N4 -2.541 1.862 1.579
Cl1 1.927 4.686 -5.587
C32 1.224 3.145 -5.274
C33 1.770 2.323 -4.297
C34 1.205 1.083 -4.073
C35 0.113 0.639 -4.807
C36 -0.412 -0.764 -4.590
C37 -1.760 -0.759 -3.830
N5 -1.710 0.043 -2.645
C38 -2.382 1.222 -2.469
C39 -2.154 1.607 -1.186
N6 -1.345 0.692 -0.577
C40 -1.090 -0.228 -1.476
O4 0.553 -1.492 -3.872
C41 0.885 -2.776 -4.355
C42 2.260 -3.071 -3.844
C43 2.591 -4.071 -2.970
Cl2 1.560 -5.266 -2.330
S2 4.276 -4.047 -2.539
C44 4.524 -2.660 -3.550
C45 3.378 -2.271 -4.169
C46 -0.432 1.500 -5.760
Cl3 -1.793 1.010 -6.711
C47 0.111 2.752 -5.997
H38 2.624 2.642 -3.724
H39 1.619 0.422 -3.328
H40 -0.583 -1.234 -5.572
H41 -2.012 -1.789 -3.557
H42 -2.537 -0.357 -4.484
H43 -2.956 1.676 -3.251
H44 -2.553 2.447 -0.654
H45 -0.480 -1.098 -1.328
H46 0.888 -2.782 -5.456
H47 0.166 -3.527 -4.008
H48 5.509 -2.250 -3.651
H49 3.310 -1.423 -4.825
H50 -0.319 3.402 -6.742
N7 4.708 -1.159 -0.535
C48 3.570 -0.499 -0.208
N8 3.562 0.851 -0.330
N9 2.563 -1.213 0.188
C49 1.483 -0.768 0.733
N10 0.502 -0.539 1.302
H51 5.433 -0.681 -1.039
H52 4.624 -2.153 -0.682
H53 4.435 1.353 -0.372
H54 2.807 1.366 0.111


C23H21N2O2S | the ωB97M-V functional and the def2-TZVPD basis

Summary:
HOMO = -2.1 eV
lowest unoccupied orbital energy = 1.948 eV
spin multiplicity = 1
charge = -1

Element x y z (Å)
C1 -2.031 6.206 1.505
C2 -1.977 4.719 1.404
C3 -2.368 3.928 2.474
C4 -2.308 2.550 2.393
C5 -1.855 1.941 1.246
S1 -1.792 0.136 1.133
N1 -0.260 -0.193 1.683
C6 0.039 -1.419 1.701
C7 1.327 -1.928 2.148
C8 1.608 -3.294 2.158
C9 2.835 -3.755 2.586
C10 3.801 -2.864 3.013
C11 3.536 -1.508 3.011
C12 2.311 -1.045 2.582
O1 -2.814 -0.373 2.112
O2 -1.914 -0.201 -0.328
C13 -1.473 2.712 0.174
C14 -1.532 4.090 0.251
H1 -1.686 6.678 0.582
H2 -3.050 6.547 1.697
H3 -1.396 6.561 2.320
H4 -2.723 4.406 3.370
H5 -2.630 1.937 3.217
H6 -0.702 -2.137 1.369
H7 0.854 -3.990 1.830
H8 3.045 -4.814 2.588
H9 4.761 -3.225 3.346
H10 4.289 -0.811 3.343
H11 2.090 0.009 2.572
H12 -1.144 2.224 -0.728
H13 -1.233 4.693 -0.589
C15 1.644 -3.346 -1.849
C16 1.556 -1.958 -2.383
C17 2.620 -1.186 -2.189
N2 3.587 -0.510 -2.008
C18 0.404 -1.455 -3.079
C19 -0.732 -2.255 -3.295
C20 -1.829 -1.767 -3.961
C21 -1.839 -0.470 -4.437
C22 -0.737 0.342 -4.240
C23 0.368 -0.136 -3.574
H14 0.741 -3.922 -2.038
H15 2.481 -3.880 -2.303
H16 1.809 -3.330 -0.770
H17 -0.751 -3.265 -2.931
H18 -2.690 -2.399 -4.109
H19 -2.707 -0.096 -4.955
H20 -0.754 1.353 -4.614
H21 1.221 0.502 -3.425


C26H50N6O2P | the ωB97M-V functional and the def2-TZVPD basis

Summary:
HOMO = -2.7 eV
lowest unoccupied orbital energy = 2.001 eV
spin multiplicity = 1
charge = -1

Element x y z (Å)
O1 -3.489 0.876 1.797
C1 -2.588 0.832 0.927
O2 -2.868 0.398 -0.415
C2 -1.072 1.206 1.270
P1 -0.286 -0.466 1.938
H1 -2.806 -0.588 -0.340
H2 -0.556 1.512 0.306
H3 -1.018 2.044 2.039
H4 -0.958 -1.153 0.810
H5 -1.462 -0.581 2.788
H6 0.388 0.234 3.032
H7 0.854 -0.254 1.065
H8 0.227 -1.756 2.397
C3 -3.933 2.414 -4.317
C4 -2.761 1.991 -5.198
C5 -1.783 1.046 -4.499
C6 -1.089 1.695 -3.383
N1 -0.543 2.205 -2.510
H9 -3.599 2.983 -3.450
H10 -4.618 3.047 -4.885
H11 -4.491 1.543 -3.963
H12 -2.231 2.883 -5.547
H13 -3.159 1.487 -6.085
H14 -1.039 0.704 -5.226
H15 -2.311 0.155 -4.144
C7 3.017 -0.678 -4.684
C8 2.450 -2.007 -4.204
C9 1.400 -1.842 -3.105
C10 1.966 -1.294 -1.870
N2 2.406 -0.855 -0.903
H16 3.551 -0.158 -3.885
H17 3.723 -0.843 -5.502
H18 2.223 -0.024 -5.050
H19 3.267 -2.646 -3.855
H20 1.988 -2.518 -5.055
H21 0.958 -2.819 -2.887
H22 0.589 -1.199 -3.459
C11 -5.249 3.092 0.820
C12 -6.086 4.356 0.648
C13 -6.845 4.402 -0.680
C14 -5.957 4.497 -1.844
N3 -5.257 4.584 -2.756
H23 -4.456 3.021 0.071
H24 -4.775 3.089 1.803
H25 -5.876 2.201 0.743
H26 -5.442 5.235 0.744
H27 -6.812 4.401 1.467
H28 -7.508 5.274 -0.679
H29 -7.484 3.519 -0.771
C15 3.245 -4.011 4.506
C16 2.267 -3.747 5.644
C17 0.951 -4.509 5.494
C18 0.181 -4.064 4.329
N4 -0.422 -3.715 3.414
H30 2.849 -3.664 3.549
H31 4.185 -3.484 4.688
H32 3.467 -5.079 4.421
H33 2.075 -2.671 5.711
H34 2.738 -4.046 6.584
H35 0.349 -4.356 6.395
H36 1.146 -5.583 5.423
C19 6.756 -5.255 8.623
C20 5.770 -4.278 9.251
C21 4.540 -4.964 9.846
C22 3.711 -5.607 8.823
N5 3.062 -6.115 8.020
H37 6.313 -5.780 7.773
H38 7.636 -4.719 8.259
H39 7.089 -5.998 9.352
H40 5.465 -3.542 8.501
H41 6.282 -3.729 10.047
H42 3.936 -4.218 10.371
H43 4.848 -5.703 10.592
C23 -0.726 4.709 -8.433
C24 -0.149 5.046 -7.064
C25 1.255 4.479 -6.846
C26 1.265 3.014 -6.820
N6 1.274 1.865 -6.802
H44 -0.857 3.631 -8.558
H45 -1.705 5.178 -8.555
H46 -0.074 5.071 -9.233
H47 -0.828 4.682 -6.287
H48 -0.105 6.135 -6.963
H49 1.643 4.852 -5.893
H50 1.930 4.842 -7.626


| no. | calculated total energy (eV) |
| --- | --- |
| 1 | -29673.1674 |
| 2 | -175067.4103 |
| 3 | -42101.5675 |
| 4 | -50092.6926 |